Record 1
An isolated molecule of CH2IN at a distorted geometry. Source: the Open Molecules 2025 dataset; level of theory: the ωB97M-V functional and the def2-TZVPD basis.

The geometry in XYZ format:
```
5
Properties=species:S:1:pos:R:3:mulliken_charge:R:1
C -0.73180 0.37446 0.04492 -0.72
N 1.79486 -1.30764 -0.06054 -0.56
I 1.25190 0.41037 0.09142 0.64
H -0.95358 -0.72500 0.22742 0.33
H -1.36137 1.24781 -0.30323 0.31
```

Output
- ⟨S²⟩ = 2.012
- 2S+1 = 3
- frontier orbital gap (alpha / beta) (eV) = 8.6 / 7.3
- HOMO level (alpha / beta) (eV) = -8.06 / -8.53
- calculated total energy (eV) = -10652.54217
- lowest unoccupied orbital energy (alpha / beta) (hartree) = 0.0188 / -0.0461

=====

Record 2
An isolated molecule of CH2INO at a distorted geometry. Source: the Open Molecules 2025 dataset; level of theory: the ωB97M-V functional and the def2-TZVPD basis.

The geometry in XYZ format:
```
6
Properties=species:S:1:pos:R:3:mulliken_charge:R:1
C 0.01470 0.21607 0.34687 -0.61
N -0.21306 0.12464 -1.07452 0.09
O 0.77944 -0.01991 -1.71565 -0.30
I -1.41182 -1.36302 1.11433 0.06
H -0.28708 1.05174 0.78088 0.35
H 1.11783 -0.00952 0.54810 0.41
```

Output
- frontier orbital gap (eV) = 8.7
- HOMO level (eV) = -9.68
- calculated total energy (eV) = -12704.51568
- lowest unoccupied orbital energy (hartree) = -0.0362
- SMILES string = O=NCI

=====

Record 3
An isolated molecule of CH2INO at a distorted geometry. Source: the Open Molecules 2025 dataset; level of theory: the ωB97M-V functional and the def2-TZVPD basis.

The geometry in XYZ format:
```
6
Properties=species:S:1:pos:R:3:mulliken_charge:R:1
C 0.79522 -1.00261 -0.08299 -0.68
N -0.67142 1.41355 0.10443 0.06
O -1.39747 2.26627 -0.27836 -0.27
I -1.22467 -0.95751 -0.11647 0.22
H 1.32723 -1.77497 0.42106 0.36
H 1.17111 0.05527 -0.04768 0.30
```

Output
- frontier orbital gap (alpha / beta) (eV) = 8.8 / 7.6
- HOMO level (alpha / beta) (eV) = -8.70 / -8.35
- calculated total energy (eV) = -12702.47624
- lowest unoccupied orbital energy (alpha / beta) (hartree) = 0.0037 / -0.0264

=====

Record 4
A cluster of 2 separate species, CH2INO4 in total at a distorted geometry. Source: the Open Molecules 2025 dataset; level of theory: the ωB97M-V functional and the def2-TZVPD basis.

The geometry in XYZ format:
```
9
Properties=species:S:1:pos:R:3:mulliken_charge:R:1
C -0.26582 0.21697 1.66659 -0.48
N -0.14915 -0.23364 -2.07867 1.13
O -0.63908 -1.30343 -1.94188 -0.52
O 0.42393 0.23565 -3.02791 -0.53
O -0.91363 -0.14212 0.61505 -0.27
O -0.14049 0.63161 -1.05007 -0.29
I 2.01062 0.17554 1.31726 0.13
H -0.35132 1.10505 2.31341 0.45
H 0.02494 -0.68563 2.18622 0.37
```

Output
- frontier orbital gap (alpha / beta) (eV) = 6.2 / 6.2
- HOMO level (alpha / beta) (eV) = -10.22 / -10.22
- calculated total energy (eV) = -18840.91978
- lowest unoccupied orbital energy (alpha / beta) (hartree) = -0.1481 / -0.1480

=====

Record 5
A cluster of 3 separate species, CH2INO4 in total at a distorted geometry. Source: the Open Molecules 2025 dataset; level of theory: the ωB97M-V functional and the def2-TZVPD basis.

The geometry in XYZ format:
```
9
Properties=species:S:1:pos:R:3:mulliken_charge:R:1
C 1.84573 -0.21202 0.35347 -0.03
N -1.68386 1.19800 -0.06138 1.13
O -2.10583 1.28698 1.03515 -0.50
O -2.28899 1.37952 -1.12241 -0.43
O 1.32526 0.63110 0.94127 -0.34
O -0.47304 0.94239 -0.24619 -0.23
I 0.54938 -2.96436 -0.21127 -0.05
H 2.76953 -0.71836 0.01107 0.35
H 0.06182 -1.54325 -0.69971 0.10
```

Output
- ⟨S²⟩ = 2.009
- 2S+1 = 3
- frontier orbital gap (alpha / beta) (eV) = 7.2 / 6.4
- HOMO level (alpha / beta) (eV) = -7.23 / -10.20
- calculated total energy (eV) = -18840.76088
- lowest unoccupied orbital energy (alpha / beta) (hartree) = -0.0009 / -0.1411

=====

Record 6
A cluster of 2 separate species, CH2INS in total at a distorted geometry. Source: the Open Molecules 2025 dataset; level of theory: the ωB97M-V functional and the def2-TZVPD basis.

The geometry in XYZ format:
```
6
Properties=species:S:1:pos:R:3:mulliken_charge:R:1
C -1.41698 1.45754 0.25465 0.00
N 1.41533 -0.55396 0.15188 -0.67
S -2.87614 1.57350 -0.08658 -0.08
I -0.42581 -1.44778 0.34986 0.15
H 2.10201 -1.29037 -0.15091 0.29
H 1.20160 0.26106 -0.51891 0.30
```

Output
- frontier orbital gap (eV) = 8.5
- HOMO level (eV) = -8.81
- calculated total energy (eV) = -21492.12387
- lowest unoccupied orbital energy (hartree) = -0.0097

=====

Record 7
The ion CH2IO3S with charge -1 at a distorted geometry. Source: the Open Molecules 2025 dataset; level of theory: the ωB97M-V functional and the def2-TZVPD basis.

The geometry in XYZ format:
```
8
Properties=species:S:1:pos:R:3:mulliken_charge:R:1
C -0.51531 -0.46371 -0.24991 -0.36
O 0.22214 -1.74885 2.06915 -0.67
O -1.98229 -0.93776 2.74517 -0.54
O -1.61400 -1.26542 0.22485 -0.40
S -1.29666 -1.92057 1.92514 0.58
I 0.08629 -1.22140 -2.29712 -0.18
H -1.06309 0.57206 -0.26663 0.26
H 0.29236 -0.59096 0.44689 0.31
```

Output
- total charge = -1
- frontier orbital gap (eV) = 7.7
- HOMO level (eV) = -4.86
- calculated total energy (eV) = -26148.71300
- lowest unoccupied orbital energy (hartree) = 0.1060

=====

Record 8
An isolated molecule of CH2IOP at a distorted geometry. Source: the Open Molecules 2025 dataset; level of theory: the ωB97M-V functional and the def2-TZVPD basis.

The geometry in XYZ format:
```
6
Properties=species:S:1:pos:R:3:mulliken_charge:R:1
C 0.59459 -0.69102 0.10856 0.08
O 1.76453 -0.67286 -0.09173 -0.37
P -0.45058 0.86136 -0.16181 -0.02
I -2.70173 0.05458 0.12733 0.00
H -0.03972 -1.65555 0.38710 0.24
H -0.20588 0.72970 -1.45228 0.08
```

Output
- frontier orbital gap (eV) = 9.2
- HOMO level (eV) = -9.39
- calculated total energy (eV) = -20505.51339
- lowest unoccupied orbital energy (hartree) = -0.0067
- SMILES string = O=CPI

=====

Record 9
A cluster of 2 separate species, CH2IOP in total at a distorted geometry. Source: the Open Molecules 2025 dataset; level of theory: the ωB97M-V functional and the def2-TZVPD basis.

The geometry in XYZ format:
```
6
Properties=species:S:1:pos:R:3:mulliken_charge:R:1
C -0.05310 -1.47304 0.57869 0.00
O 0.81961 -1.84826 -0.09158 -0.27
P -1.44438 0.87138 0.07012 -0.07
I -3.57200 -0.20223 0.06010 -0.02
H -0.43257 -1.95712 1.46075 0.29
H -1.18197 0.25642 -1.06889 0.07
```

Output
- frontier orbital gap (alpha / beta) (eV) = 7.5 / 7.7
- HOMO level (alpha / beta) (eV) = -8.44 / -8.16
- calculated total energy (eV) = -20503.65868
- lowest unoccupied orbital energy (alpha / beta) (hartree) = -0.0345 / -0.0171

=====

Record 10
An isolated molecule of CH2IOP at a distorted geometry. Source: the Open Molecules 2025 dataset; level of theory: the ωB97M-V functional and the def2-TZVPD basis.

The geometry in XYZ format:
```
6
Properties=species:S:1:pos:R:3:mulliken_charge:R:1
C 0.39412 -0.44705 0.02413 -0.58
O -0.69913 1.90992 0.71214 -0.59
P -1.30888 0.15437 0.40038 0.32
I -0.10956 -0.69858 -2.00301 0.16
H 0.81647 -1.33310 0.60755 0.37
H 0.90698 0.41443 0.25880 0.32
```

Output
- frontier orbital gap (alpha / beta) (eV) = 8.1 / 8.1
- HOMO level (alpha / beta) (eV) = -9.56 / -9.56
- calculated total energy (eV) = -20503.11142
- lowest unoccupied orbital energy (alpha / beta) (hartree) = -0.0556 / -0.0556

=====

Record 11
An isolated molecule of CH2IOP at a distorted geometry. Source: the Open Molecules 2025 dataset; level of theory: the ωB97M-V functional and the def2-TZVPD basis.

The geometry in XYZ format:
```
6
Properties=species:S:1:pos:R:3:mulliken_charge:R:1
C -0.67537 -0.59240 0.11153 0.21
O -0.70632 -1.73273 -0.15802 -0.37
P 0.91242 0.51511 0.60110 -0.05
I -2.35458 0.86144 -0.12151 0.01
H 2.31449 -0.07001 0.27591 0.10
H 0.50935 1.01859 -0.70902 0.09
```

Output
- frontier orbital gap (eV) = 8.9
- HOMO level (eV) = -9.56
- calculated total energy (eV) = -20504.66681
- lowest unoccupied orbital energy (hartree) = -0.0240
- SMILES string = O=C(P)I

=====

Record 12
An isolated molecule of CH2IP at a distorted geometry. Source: the Open Molecules 2025 dataset; level of theory: the ωB97M-V functional and the def2-TZVPD basis.

The geometry in XYZ format:
```
5
Properties=species:S:1:pos:R:3:mulliken_charge:R:1
C 0.54594 0.31867 -0.44236 -0.46
P -0.20896 -1.14995 -0.11498 0.05
I -1.64921 -0.57163 1.95228 -0.12
H 1.08216 0.26983 -1.47289 0.23
H 0.23006 1.13308 0.07795 0.30
```

Output
- frontier orbital gap (eV) = 9.0
- HOMO level (eV) = -9.37
- calculated total energy (eV) = -18457.84657
- lowest unoccupied orbital energy (hartree) = -0.0149
- SMILES string = C=PI

=====

Record 13
A cluster of 2 separate species, CH2IP in total at a distorted geometry. Source: the Open Molecules 2025 dataset; level of theory: the ωB97M-V functional and the def2-TZVPD basis.

The geometry in XYZ format:
```
5
Properties=species:S:1:pos:R:3:mulliken_charge:R:1
C -1.64874 -0.66045 1.09638 -0.08
P -0.57319 -0.05015 0.18106 -0.29
I 2.90789 0.74253 -1.94486 -0.07
H 1.78773 1.14967 -0.78052 0.03
H -2.47369 -1.18161 1.44794 0.40
```

Output
- frontier orbital gap (eV) = 10.2
- HOMO level (eV) = -10.10
- calculated total energy (eV) = -18456.48999
- lowest unoccupied orbital energy (hartree) = 0.0018
- SMILES string = C#P.I

=====

Record 14
A cluster of 2 separate species, CH2IPS in total at a distorted geometry. Source: the Open Molecules 2025 dataset; level of theory: the ωB97M-V functional and the def2-TZVPD basis.

The geometry in XYZ format:
```
6
Properties=species:S:1:pos:R:3:mulliken_charge:R:1
C -1.35754 -1.47808 0.44605 -0.10
P 0.64303 -0.08188 -0.31122 0.08
S 2.53365 -0.17953 -1.13341 -0.35
I -2.40532 0.20421 1.24456 0.17
H 0.01191 0.85528 -1.11490 0.11
H 0.57426 0.68000 0.86891 0.09
```

Output
- frontier orbital gap (alpha / beta) (eV) = 6.4 / 6.0
- HOMO level (alpha / beta) (eV) = -8.56 / -8.43
- calculated total energy (eV) = -29288.12587
- lowest unoccupied orbital energy (alpha / beta) (hartree) = -0.0800 / -0.0891

=====

Record 15
A structure of composition CH2LiOSn at a distorted geometry. Source: the Open Molecules 2025 dataset; level of theory: the ωB97M-V functional and the def2-TZVPD basis.

The geometry in XYZ format:
```
6
Properties=species:S:1:pos:R:3:mulliken_charge:R:1
H 1.12600 -0.64271 0.16823 -0.19
O 3.03544 -0.34401 -0.76929 -0.31
C 2.07206 -1.02380 -0.49156 0.28
Li -2.03610 0.58046 0.04463 0.68
Sn 0.11202 -0.23279 1.84889 0.22
H 1.93711 -2.04150 -0.84629 0.32
```

Output
- total charge = +1
- frontier orbital gap (alpha / beta) (eV) = 6.0 / 6.0
- HOMO level (alpha / beta) (eV) = -11.60 / -11.60
- calculated total energy (eV) = -9143.38573
- lowest unoccupied orbital energy (alpha / beta) (hartree) = -0.2060 / -0.2059

=====

Record 16
A cluster of 2 separate species, CH2N2O in total at a distorted geometry. Source: the Open Molecules 2025 dataset; level of theory: the ωB97M-V functional and the def2-TZVPD basis.

The geometry in XYZ format:
```
6
Properties=species:S:1:pos:R:3:mulliken_charge:R:1
C 0.08446 0.87761 0.13829 0.69
N -0.42930 -0.06114 0.93038 -0.36
N 0.90577 -0.20271 0.50641 -0.17
O 0.08311 1.86663 -0.49146 -0.42
H -1.85881 -1.44476 -1.10497 0.01
H 1.21476 -1.03564 0.02134 0.26
```

Output
- frontier orbital gap (alpha / beta) (eV) = 10.4 / 9.2
- HOMO level (alpha / beta) (eV) = -10.13 / -10.62
- calculated total energy (eV) = -6090.84795
- lowest unoccupied orbital energy (alpha / beta) (hartree) = 0.0083 / -0.0528

=====

Record 17
An isolated molecule of CH2N2O at a distorted geometry. Source: the Open Molecules 2025 dataset; level of theory: the ωB97M-V functional and the def2-TZVPD basis.

The geometry in XYZ format:
```
6
Properties=species:S:1:pos:R:3:mulliken_charge:R:1
C -0.27823 -0.85377 -0.88105 0.35
N -0.98045 -1.51013 -1.48754 -0.32
N 0.16276 0.87138 0.57756 -0.43
O 0.67034 0.11620 -0.50209 -0.15
H -0.58116 0.28253 1.07177 0.27
H 1.00673 1.09378 1.22135 0.27
```

Output
- frontier orbital gap (eV) = 10.5
- HOMO level (eV) = -10.19
- calculated total energy (eV) = -6093.46038
- lowest unoccupied orbital energy (hartree) = 0.0109
- SMILES string = N#CON

=====

Record 18
A cluster of 2 separate species, CH2N2O2 in total at a distorted geometry. Source: the Open Molecules 2025 dataset; level of theory: the ωB97M-V functional and the def2-TZVPD basis.

The geometry in XYZ format:
```
7
Properties=species:S:1:pos:R:3:mulliken_charge:R:1
C -1.33031 0.25979 0.26865 0.63
N -0.32401 -0.60838 0.55266 -0.42
N -0.11671 0.96650 0.53926 0.06
O -2.46852 0.36926 -0.02828 -0.43
O 0.90716 1.39494 -0.02142 -0.41
H 0.06774 -1.11109 1.45300 0.30
H 1.34387 0.93442 -1.36949 0.27
```

Output
- frontier orbital gap (eV) = 8.9
- HOMO level (eV) = -9.78
- calculated total energy (eV) = -8137.54884
- lowest unoccupied orbital energy (hartree) = -0.0314

=====

Record 19
A cluster of 2 separate species, CH2N2O2 in total at a distorted geometry. Source: the Open Molecules 2025 dataset; level of theory: the ωB97M-V functional and the def2-TZVPD basis.

The geometry in XYZ format:
```
7
Properties=species:S:1:pos:R:3:mulliken_charge:R:1
C -1.36693 0.84427 -0.04042 0.10
N 1.05003 -0.22197 0.04474 0.70
N 0.30542 -1.16503 0.12113 -0.52
O -0.40812 1.50214 0.13883 -0.30
O 2.22577 0.02535 0.02632 -0.50
H -2.50375 1.14608 -0.04163 0.25
H 0.69758 -2.13084 -0.24896 0.26
```

Output
- frontier orbital gap (alpha / beta) (eV) = 7.3 / 9.3
- HOMO level (alpha / beta) (eV) = -8.10 / -9.20
- calculated total energy (eV) = -8138.15958
- lowest unoccupied orbital energy (alpha / beta) (hartree) = -0.0280 / 0.0024

=====

Record 20
A cluster of 2 separate species, CH2N2O2 in total at a distorted geometry. Source: the Open Molecules 2025 dataset; level of theory: the ωB97M-V functional and the def2-TZVPD basis.

The geometry in XYZ format:
```
7
Properties=species:S:1:pos:R:3:mulliken_charge:R:1
C -0.58661 0.26399 -0.30719 0.32
N 3.38892 -0.15956 -0.22004 -0.06
N 2.61812 0.51735 0.20669 0.06
O -1.79857 0.17438 -0.13360 -0.50
O 0.35696 -0.59969 -0.06950 -0.41
H -0.11730 1.23026 -0.81358 0.23
H 0.12881 -1.49504 0.51164 0.36
```

Output
- frontier orbital gap (eV) = 11.3
- HOMO level (eV) = -10.77
- calculated total energy (eV) = -8144.79433
- lowest unoccupied orbital energy (hartree) = 0.0186
- SMILES string = O=CO.N#N

=====

Energy relative to the best compared isomer or geometry (same formula, charge and spin) values, unit kJ/mol, following the record order: 440.4 344.6 541.4 437.8 0.0 257.3 96.7 23.7 202.7 255.5 105.4 8.9 139.8 480.6 0.0 594.7 342.6 754.7 695.8 55.6.